Molecular formula: C7H14N2O4
Method: DFT, wB97M-V/def2-TZVPD

```
! RIJCOSX wB97M-V def2-TZVPD def2/J DEFGRID3
* xyz 0 3
C 2.891 0.485 -0.413
C -1.490 -0.975 -0.277
C -1.015 1.132 -0.734
C 3.986 0.795 0.559
C -2.918 -1.737 -0.515
C -0.713 -1.558 0.918
C -1.271 2.849 0.731
N -0.557 -0.947 -1.400
N -0.312 0.458 -1.621
O 2.701 -0.648 -0.936
O -1.804 0.364 0.114
O 2.117 1.529 -0.668
O -1.252 2.425 -0.677
H 3.676 1.504 1.288
H 4.813 1.454 0.134
H 4.581 -0.042 0.893
H -3.462 -1.287 0.302
H -2.727 -2.790 -0.596
H -3.260 -1.319 -1.445
H 0.121 -0.841 1.198
H -0.224 -2.484 0.694
H -1.386 -1.853 1.856
H -0.276 2.747 0.948
H -1.915 2.303 1.342
H -1.702 3.839 0.792
H 0.353 -1.304 -1.330
H 1.182 1.143 -1.389
*
```

For the relative energy (zero: lowest compared OMol25 entry of this formula, charge and spin), the calculation gives 1.011 eV. For the gap between HOMO and LUMO (alpha / beta), the calculation gives 5.72 / 7.88 eV. The value obtained for the largest force on an atom is 7.30 eV Å⁻¹. The HOMO energy (alpha / beta) comes out at -4.95 / -9.92 eV. The expectation value of S² is 2.006.